A 2-piece molecular cluster, C6H14NO2S overall. Source: OMol25; level of theory: ωB97M-V/def2-TZVPD.

The geometry in XYZ format:
```
24
Properties=species:S:1:pos:R:3:forces:R:3
C 3.4827 0.3034 0.3583 -2.285 4.390 -0.243
C 4.1167 -0.9232 0.5554 -0.137 -4.185 0.327
C -0.4052 0.9881 0.9533 0.878 0.490 1.559
C -0.4826 0.8828 -1.4178 0.644 -0.976 -3.143
C -1.4697 -0.9836 -0.0531 0.795 -0.323 -0.660
C -2.8029 -0.3726 -0.3787 -3.829 -1.303 -1.111
N -0.3505 0.0954 -0.2181 0.599 -0.356 1.919
O 3.3514 1.4555 0.3366 0.760 -3.122 0.080
O -3.2365 0.3737 0.7297 -0.048 0.712 1.145
S 1.1423 -0.8468 -0.2097 1.562 -0.421 -0.043
H 4.1975 -1.4514 -0.4643 0.073 0.889 1.325
H 5.1141 -0.8591 1.0757 -1.011 0.165 -0.571
H 3.3579 -1.6467 1.1434 1.710 1.759 -1.064
H -1.4788 1.2487 0.9342 0.945 1.125 0.681
H -0.1854 0.3960 1.8768 -0.391 0.335 -0.828
H 0.4541 1.7780 0.9357 -2.039 -1.111 -0.442
H -1.4210 1.3844 -1.5241 -0.375 0.528 0.501
H 0.3329 1.6247 -1.6679 -0.602 -1.253 0.820
H -0.5208 0.0354 -2.1535 0.326 1.328 -0.263
H -1.1847 -1.8095 -0.7671 -0.423 0.951 0.707
H -1.3801 -1.3646 1.0002 -0.185 0.484 -1.100
H -2.7751 0.3151 -1.2897 -0.173 -1.459 1.000
H -3.6769 -1.2279 -0.5655 2.649 1.818 0.082
H -4.1793 0.6041 0.8103 0.557 -0.465 -0.678
```
Positions in Å, forces in eV/Å.

Results
- calculated total energy (eV) = -22859.175
- multiplicity = 1
- net charge = +1
- frontier orbital gap (eV) = 8.3
- energy above the lowest of the compared OMol25 structures with the same formula, charge and spin (kJ/mol) = 307.26
- largest force on an atom (eV Å⁻¹) = 4.96
- HOMO energy (eV) = -12.382

Results of the natural (NBO) charge analysis, in e, for atoms 1 through 8: C 0.89; C -0.86; C -0.45; C -0.44; C -0.25; C -0.11; N -0.35; O -0.33

***

One molecule with the formula C6H14NO3P. Source: OMol25; level of theory: ωB97M-V/def2-TZVPD.

The geometry in XYZ format:
```
25
Properties=species:S:1:pos:R:3:forces:R:3
C -1.9886 0.8880 -1.9728 -0.491 1.750 3.927
C -1.4728 0.2969 -0.6383 0.328 3.851 0.533
O -0.3807 1.1841 -0.2973 1.197 0.069 0.468
C 0.7906 0.5696 0.1443 -1.683 1.363 -0.731
O 0.6826 0.1677 1.4830 0.505 0.475 0.770
P -0.5034 -0.5575 2.2878 1.718 -2.382 -0.275
C 0.3775 -0.9766 3.8436 -0.905 -0.014 0.030
O -0.9376 -1.8023 1.5942 -0.386 0.944 0.499
N 1.9521 1.2927 -0.2661 0.277 -0.400 0.857
C 1.7662 -0.0941 -0.7202 0.364 -0.204 -2.006
C 1.7873 -0.2458 -2.2512 -3.513 0.847 2.478
H -1.2778 0.8370 -2.6821 2.483 -0.448 -2.455
H -2.7738 0.3014 -2.1727 -3.204 -2.082 -1.583
H -2.3515 1.9626 -1.9745 0.547 -1.250 0.764
H -1.0382 -0.6275 -0.5237 0.397 -2.820 -1.236
H -2.1275 0.3174 0.2418 -0.770 0.322 -0.635
H -1.4983 0.3489 2.5789 -0.312 0.601 -0.086
H 1.0885 -1.7472 3.4748 -0.602 0.169 0.568
H 0.9697 -0.1643 4.2955 -0.469 -0.186 -0.198
H -0.4187 -1.3702 4.5764 1.460 0.370 -1.080
H 2.6579 1.4273 0.4467 -0.079 -0.131 0.256
H 2.2726 -0.9469 -0.3772 0.982 -0.596 1.727
H 0.8956 0.3597 -2.4838 0.798 0.058 -1.116
H 2.7164 0.0759 -2.5889 1.351 0.704 -0.932
H 1.5638 -1.2579 -2.4729 0.007 -1.011 -0.546
```
Positions in Å, forces in eV/Å.

Results
- structure (SMILES) = CCO[C@]1(O[P@H](C)=O)N[C@@H]1C
- calculated total energy (eV) = -23368.998
- multiplicity = 1
- net charge = 0
- frontier orbital gap (eV) = 10.6
- energy above the lowest of the compared OMol25 structures with the same formula, charge and spin (kJ/mol) = 169.64
- largest force on an atom (eV Å⁻¹) = 4.38
- HOMO energy (eV) = -9.727

Results of the natural (NBO) charge analysis, in e, for atoms 1 through 8: C -0.60; C -0.07; O -0.53; C 0.64; O -0.83; P 1.96; C -1.00; O -1.10

***

One molecule with the formula C6H14NO3PS. Source: OMol25; level of theory: ωB97M-V/def2-TZVPD.

The geometry in XYZ format:
```
26
Properties=species:S:1:pos:R:3:forces:R:3
C 2.8108 0.7768 0.6860 -0.245 -0.357 -0.133
C 2.4616 -0.6124 0.1780 0.642 0.047 0.033
O 1.0441 -0.7030 0.1325 0.221 0.290 0.107
C 0.4190 -1.8042 -0.2508 -0.451 -0.433 -0.134
C 1.1814 -3.0196 -0.6657 0.208 0.074 0.011
N -0.8520 -1.8417 -0.2674 -0.456 0.415 0.141
P -1.7614 -0.5216 0.2011 -0.305 -0.037 -0.026
O -1.2229 -0.1257 1.6773 0.181 -0.026 -0.385
S -3.6887 -0.7760 0.1770 0.604 0.005 0.045
O -1.2110 0.6541 -0.7458 -0.029 -0.672 0.370
C -2.0602 1.7341 -1.1138 -0.409 0.542 -0.191
C -2.2366 2.7272 0.0212 0.109 -0.267 -0.140
H 2.4210 1.5272 0.0043 -0.006 0.102 -0.054
H 2.3631 0.9339 1.6631 -0.005 0.038 0.105
H 3.8890 0.8849 0.7619 0.100 0.013 0.003
H 2.8639 -1.3796 0.8514 -0.074 0.077 -0.121
H 2.8778 -0.7697 -0.8251 -0.076 -0.027 0.143
H 1.8315 -2.7895 -1.5087 0.099 -0.029 -0.026
H 0.4748 -3.7913 -0.9524 -0.003 0.056 0.021
H 1.7984 -3.3797 0.1566 0.093 -0.028 0.009
H -1.9420 -0.1591 2.3122 -0.276 -0.033 0.084
H -1.5726 2.1980 -1.9756 -0.086 -0.064 0.090
H -3.0375 1.3366 -1.4144 0.213 0.079 -0.061
H -2.8036 2.2639 0.8263 -0.048 0.048 0.078
H -1.2676 3.0376 0.4048 0.067 0.083 0.042
H -2.7800 3.5988 -0.3340 -0.066 0.108 -0.012
```
Positions in Å, forces in eV/Å.

Results
- structure (SMILES) = CCO/C(C)=N\[P@](O)(=S)OCC
- calculated total energy (eV) = -34208.052
- multiplicity = 1
- net charge = 0
- frontier orbital gap (eV) = 9.3
- energy above the lowest of the compared OMol25 structures with the same formula, charge and spin (kJ/mol) = 0.00
- largest force on an atom (eV Å⁻¹) = 0.77
- HOMO energy (eV) = -8.658

Results of the natural (NBO) charge analysis, in e, for atoms 1 through 8: C -0.62; C -0.06; O -0.49; C 0.66; C -0.70; N -0.88; P 1.96; O -1.00

***

One molecule with the formula C6H14NO3PS2. Source: OMol25; level of theory: ωB97M-V/def2-TZVPD.

The geometry in XYZ format:
```
27
Properties=species:S:1:pos:R:3:forces:R:3
C -3.4927 0.3047 0.9024 0.347 -0.156 1.677
C -3.2959 1.4292 -0.1064 0.957 1.210 0.689
C -2.6305 -0.7780 -1.1647 0.718 -2.380 -2.497
C 2.2919 -1.1934 -0.8696 -1.201 -1.812 -1.252
C 3.0192 0.0634 -1.1165 2.850 3.416 -0.498
C 2.1326 -1.6417 0.5842 -0.314 0.441 0.062
N 2.3471 1.1003 -0.3396 -3.008 2.379 -1.073
O 0.1266 1.1093 2.0054 2.336 3.257 1.394
O -1.1001 -0.7007 1.3653 -2.912 -0.906 -0.206
O 1.1656 -0.8525 1.2584 0.605 -0.034 -0.532
P -0.0173 0.2506 0.7066 1.577 -3.192 -0.377
S -2.5175 -1.2009 0.3957 -1.110 1.165 -0.429
S -2.6198 0.8809 -1.7134 -0.908 -0.324 0.450
H -3.0061 0.5510 1.8703 -0.614 0.076 -0.479
H -4.6084 0.1739 1.0776 1.587 -0.704 -0.381
H -4.3022 1.8508 -0.0748 0.392 0.658 -0.959
H -2.5065 2.1795 0.2050 -1.249 -0.719 0.160
H -2.4178 -1.5547 -1.9992 -0.207 1.300 1.797
H 2.8410 -1.9583 -1.4377 -0.356 -0.172 0.107
H 1.2227 -1.1321 -1.3192 1.699 -0.124 0.542
H 3.1028 0.4342 -2.2649 -0.113 -1.420 2.357
H 4.0972 0.0963 -0.6706 -1.593 -0.728 -1.052
H 3.0695 -1.5799 1.1639 -0.062 0.251 -0.344
H 1.8550 -2.7179 0.6512 -0.143 0.593 -0.303
H 1.4573 1.3456 -0.9014 1.720 -0.440 1.292
H 2.7280 2.0411 -0.1399 0.710 -1.117 -0.650
H 1.0584 1.4993 1.9321 -1.708 -0.517 0.503
```
Positions in Å, forces in eV/Å.

Results
- calculated total energy (eV) = -45038.200
- multiplicity = 1
- net charge = 0
- frontier orbital gap (eV) = 8.1
- energy above the lowest of the compared OMol25 structures with the same formula, charge and spin (kJ/mol) = 287.90
- largest force on an atom (eV Å⁻¹) = 4.48
- HOMO energy (eV) = -7.447

Results of the natural (NBO) charge analysis, in e, for atoms 1 through 8: C -0.56; C -0.57; C -0.88; C -0.46; C -0.21; C -0.04; N -0.89; O -1.01

***

A 2-piece molecular cluster, C6H14NS overall. Source: OMol25; level of theory: ωB97M-V/def2-TZVPD.

The geometry in XYZ format:
```
22
Properties=species:S:1:pos:R:3:forces:R:3
C -2.2808 -3.1163 -1.5006 0.208 0.680 -0.144
C -2.3629 -1.6085 -1.5960 -0.079 -0.112 0.284
C -1.6343 -0.7963 -0.8198 0.106 -0.091 -0.356
N -1.5893 0.5799 -0.8283 -0.001 0.308 0.500
H -1.4437 -3.3905 -0.8576 -0.005 -0.080 0.030
H -3.1881 -3.5499 -1.0764 -0.060 -0.140 -0.109
H -2.0937 -3.5371 -2.4918 -0.112 -0.257 0.050
H -3.0777 -1.1801 -2.2950 -0.029 -0.026 -0.003
H -0.8991 -1.2241 -0.1429 -0.078 0.027 0.127
H -1.2527 0.9718 0.0655 0.234 -0.093 -0.293
H -2.3957 1.0759 -1.1754 -0.076 -0.212 -0.114
C 2.4090 0.9638 0.0091 -0.102 0.027 0.096
C 2.2619 2.0224 1.1021 0.522 0.048 -0.521
C 1.6027 1.4862 2.3583 -0.240 0.246 0.119
S -0.1657 1.1242 2.1465 -0.305 -0.134 0.091
H 3.0985 0.1887 0.3562 -0.010 -0.080 -0.112
H 2.7869 1.3762 -0.9297 0.104 0.046 0.043
H 1.4450 0.5017 -0.2024 -0.039 -0.019 0.072
H 3.2687 2.4214 1.3146 -0.064 -0.076 0.161
H 1.6917 2.8695 0.7162 -0.199 -0.016 0.061
H 1.6995 2.2372 3.1481 0.099 -0.051 0.045
H 2.1197 0.5839 2.6995 0.124 0.005 -0.027
```
Positions in Å, forces in eV/Å.

Results
- calculated total energy (eV) = -18775.082
- multiplicity = 1
- net charge = -1
- frontier orbital gap (eV) = 6.4
- energy above the lowest of the compared OMol25 structures with the same formula, charge and spin (kJ/mol) = 9.89
- largest force on an atom (eV Å⁻¹) = 0.74
- HOMO energy (eV) = -2.666

Results of the natural (NBO) charge analysis, in e, for atoms 1 through 8: C -0.62; C -0.36; C 0.04; N -0.84; H 0.21; H 0.19; H 0.19; H 0.17

***

An isolated ion of composition C6H14NS2 and charge +1. Source: OMol25; level of theory: ωB97M-V/def2-TZVPD.

The geometry in XYZ format:
```
23
Properties=species:S:1:pos:R:3:forces:R:3
C -2.5028 -0.1859 -0.7868 2.633 0.817 -0.185
C -1.3545 -1.2103 -0.9264 0.076 0.792 -1.552
C -2.2955 0.8233 0.3929 2.711 -2.966 -0.117
C 0.9857 -0.3274 -0.1380 -1.488 -0.985 -1.166
C 1.1106 -1.1118 1.0751 0.813 1.453 0.967
C 3.4840 0.8521 0.4096 1.757 -0.326 0.284
N -0.0591 -0.5389 -0.9550 2.531 0.886 1.215
S -0.9497 2.0770 0.2011 -0.182 -1.292 0.829
S 2.1091 0.8023 -0.7650 0.229 -0.015 0.854
H -2.5392 0.2448 -1.7752 -0.148 1.005 -0.155
H -3.3612 -0.7682 -0.7661 -1.930 -0.883 0.732
H -1.3637 -1.9433 -0.1911 0.071 -1.215 1.577
H -1.4222 -1.7478 -1.9040 -0.104 0.428 0.724
H -3.1641 1.2622 0.6893 -2.435 1.525 0.482
H -2.0120 0.2027 1.3008 -0.105 0.669 -0.946
H 2.0679 -1.4749 1.3092 1.594 -0.700 -0.505
H 0.4414 -1.8771 1.0950 -1.812 -2.379 -0.235
H 0.9424 -0.6235 2.0134 -0.536 1.277 0.364
H 3.8910 -0.1782 0.6275 -0.252 1.005 -0.833
H 3.3529 1.2584 1.4465 -0.526 0.267 -1.279
H 4.2456 1.4781 -0.1987 -1.066 -1.118 1.311
H 0.0921 0.1192 -1.6827 -0.944 0.382 -1.420
H -1.6986 2.8676 -0.4714 -0.888 1.372 -0.946
```
Positions in Å, forces in eV/Å.

Results
- calculated total energy (eV) = -29602.064
- multiplicity = 1
- net charge = +1
- frontier orbital gap (eV) = 8.8
- energy above the lowest of the compared OMol25 structures with the same formula, charge and spin (kJ/mol) = 0.00
- largest force on an atom (eV Å⁻¹) = 4.02
- HOMO energy (eV) = -12.691

Results of the natural (NBO) charge analysis, in e, for atoms 1 through 8: C -0.42; C -0.21; C -0.50; C 0.24; C -0.73; C -0.78; N -0.47; S -0.05